Entry 1:
# C3H2ClFOS

An isolated molecule of C3H2ClFOS (ωB97M-V with the def2-TZVPD basis set, the Open Molecules 2025 dataset).

Calculated values
- charge = 0
- structure (SMILES) = OC(=S)/C(Cl)=C\F
- orbital gap (Eh) = 0.3202
- relative energy (zero: lowest compared OMol25 entry of this formula, charge and spin) (kcal/mol) = 35.4

Last column: Löwdin charge in e.
Cartesian coordinates (Å):
C  1.09887  -0.16170  -0.17951  -0.84
C  -0.22344  0.74591  -0.22109  -0.62
C  -1.42738  0.21156  0.07686  -0.13
H  1.43884  -2.04477  0.19340  0.16
H  -2.30748  0.80399  0.70011  0.18
O  0.63763  -1.40424  0.16263  -0.05
F  -1.71660  -1.06616  -0.43764  -0.02
S  2.64354  0.40292  -0.19012  0.70
Cl  -0.14398  2.51248  -0.10463  0.62


Entry 2:
# C3H2ClIO

A 2-piece molecular cluster, C3H2ClIO overall (ωB97M-V with the def2-TZVPD basis set, the Open Molecules 2025 dataset).

Calculated values
- charge = 0
- orbital gap (alpha / beta) (Eh) = 0.2893 / 0.2946
- relative energy (zero: lowest compared OMol25 entry of this formula, charge and spin) (kcal/mol) = 94.4

Last column: Löwdin charge in e.
Cartesian coordinates (Å):
C  0.55847  -0.84066  -0.34948  -0.01
C  1.24839  0.06294  0.25148  -0.66
C  -1.85448  0.36673  -0.10222  -0.74
O  -1.56800  1.52136  -0.22173  0.01
Cl  -3.26759  -0.35993  0.30077  0.75
I  3.44138  0.25474  0.21093  0.66
H  0.71268  -1.78591  -0.79899  0.03
H  0.72914  0.78073  0.70924  -0.04